{"formula": "C7H9N4O", "method": "ωB97M-V/def2-TZVPD", "elements": ["C", "C", "C", "C", "C", "C", "C", "N", "N", "N", "N", "O", "H", "H", "H", "H", "H", "H", "H", "H", "H"], "positions_angstrom": [[1.982, 0.231, 0.392], [-1.442, 0.211, 1.453], [-0.543, -0.792, 1.173], [-2.141, 0.972, 0.290], [-1.246, 0.992, -0.899], [-0.780, -0.435, -1.296], [-0.067, -1.078, -0.110], [2.816, -0.799, 0.187], [2.541, 1.395, 0.193], [3.974, -0.209, 0.026], [3.834, 1.049, 0.049], [0.638, -2.205, -0.286], [-1.746, 0.302, 2.412], [-0.190, -1.398, 1.888], [-3.001, 0.276, 0.202], [-2.310, 1.946, 0.596], [-1.800, 1.321, -1.730], [-0.278, 1.604, -0.828], [-1.668, -1.021, -1.527], [-0.115, -0.316, -2.097], [1.544, -2.047, -0.087]], "atomic_forces_ev_per_a": [[-1.659, -1.832, -1.645], [1.500, -1.328, -3.657], [-2.579, 3.226, -1.231], [1.608, -2.948, 1.949], [2.050, -0.944, -0.521], [-0.156, 0.494, 2.402], [0.919, 1.476, -0.806], [-1.587, -0.092, 0.917], [-0.397, 0.217, 0.890], [1.718, -1.422, -0.255], [1.031, 2.319, -0.560], [-2.463, -1.082, -1.062], [-1.093, 0.609, 2.934], [1.336, -1.951, 2.834], [-0.286, 1.178, -0.733], [-1.193, 1.845, 0.617], [-0.648, 0.898, -1.261], [-1.572, -0.547, 0.412], [0.006, -0.328, -0.358], [0.838, -0.361, -1.402], [2.624, 0.574, 0.536]], "homo_lumo_gap_ha": [0.288, 0.261], "mol_weight_da": 165.18, "e_tot_ev": -15408.8263, "total_charge": -1, "relative_energy_kj_mol": 225.1}

{"formula": "C7H9N4O", "method": "ωB97M-V/def2-TZVPD", "elements": ["C", "C", "C", "C", "C", "C", "C", "N", "N", "N", "N", "O", "H", "H", "H", "H", "H", "H", "H", "H", "H"], "positions_angstrom": [[-0.602, 2.536, -0.638], [-1.084, 1.132, -0.935], [1.065, 1.139, -0.486], [0.022, -1.173, -0.812], [-0.806, -1.292, 1.504], [-0.351, 0.567, 2.991], [1.447, -1.850, -0.828], [0.692, 2.397, -0.395], [-0.754, -1.667, 0.325], [0.075, 0.272, -0.819], [-0.386, -0.111, 2.007], [-0.464, 1.331, 3.827], [-1.085, 3.453, -0.467], [-1.415, 0.918, -1.975], [2.086, 0.852, -0.575], [-0.282, -1.457, -1.779], [-1.429, -1.978, 2.061], [1.807, -1.527, 0.124], [1.411, -2.993, -0.978], [2.144, -1.380, -1.643], [-2.088, 0.830, -0.510]], "atomic_forces_ev_per_a": [[2.691, -4.178, 0.314], [-2.588, -0.122, -1.190], [-1.462, -3.047, -2.114], [1.354, -1.176, 1.240], [-1.322, -0.565, 0.196], [-1.216, -0.318, -0.123], [0.303, 0.665, -1.177], [-1.202, 2.920, 0.454], [0.954, -1.317, -3.718], [1.579, 3.659, 1.817], [1.350, 0.318, -0.828], [0.541, 1.138, 1.520], [-0.861, 0.951, -0.252], [0.246, 0.876, -0.149], [0.641, -0.275, 0.596], [-1.906, -0.423, -0.864], [0.117, 0.272, 1.125], [1.054, -0.594, 0.775], [-0.179, 2.038, 0.473], [-1.480, -0.912, 1.308], [1.387, 0.088, 0.597]], "homo_lumo_gap_ha": 0.306, "smiles": "C[C@@H](/N=C\\N=C=O)[N+]1=CN=CC1", "mol_weight_da": 165.18, "e_tot_ev": -15403.3441, "total_charge": 1, "relative_energy_kj_mol": 77.8}